This record from the Open Molecules 2025 dataset describes one molecule with the formula C2H6ClISi at a distorted geometry. The level of theory is ωB97M-V with the def2-TZVPD basis set.

Computed properties:
* frontier orbital gap: 10.3 eV
* ΔE to the lowest compared entry with this formula, charge and spin: 0.000 eV
* structure (SMILES): C[Si](C)(Cl)I

Last column: Löwdin charge in e.
Atoms and positions in Å:
C1 0.3987 0.1984 -1.5253  -0.27
C2 0.4240 0.1102 1.5010  -0.26
Si1 -0.5350 -0.5503 -0.0041  -0.32
Cl1 -0.7356 -2.5771 0.0233  0.27
I1 -2.7786 0.5099 -0.0180  0.42
H1 -0.2577 0.1941 -2.3784  -0.01
H2 0.0974 1.3117 -1.1812  0.05
H3 1.4948 0.0457 -1.7756  0.05
H4 -0.0639 -0.0437 2.4207  0.00
H5 1.3823 -0.3935 1.5794  0.03
H6 0.5736 1.1945 1.3582  0.04